158
Properties=species:S:1:pos:R:3:forces:R:3 method="wB97M-V/def2-TZVPD" orbital_gap_ev=9.8 total_energy_ev=-95234.49684
O -0.743 2.550 -0.175 -0.2 -0.3 0.3
C -0.431 1.414 0.009 1.4 -0.2 -0.8
O -1.221 0.344 0.070 1.1 -0.7 0.0
C -0.336 -0.799 0.446 -2.1 0.0 0.4
C 1.021 -0.389 0.113 2.5 0.5 -0.1
F 1.454 -0.875 -1.128 -0.7 0.6 0.6
O 0.928 1.030 0.058 -0.9 -0.3 0.1
H -0.463 -0.860 1.512 0.1 -0.4 0.4
H -0.628 -1.728 -0.043 -0.2 0.3 -0.1
H 1.817 -0.726 0.847 -1.1 0.6 -0.7
C 0.462 6.030 0.672 0.8 -0.6 -0.9
O 1.719 5.613 0.043 -2.5 0.2 0.0
C 1.394 5.213 -1.296 0.2 0.5 0.3
C 2.569 4.487 -1.812 -0.4 -3.0 -0.5
O 3.747 5.224 -1.760 -1.0 0.6 -1.0
C 4.692 4.814 -0.856 1.9 -0.5 -0.1
C 5.901 5.745 -1.049 0.4 -0.9 -0.4
O 6.658 5.580 -2.250 0.3 -0.9 1.3
C 6.139 6.088 -3.420 -1.2 1.3 0.3
H -0.048 6.880 0.194 0.4 -0.2 -0.5
H 0.737 6.387 1.638 0.0 -0.2 1.0
H -0.234 5.170 0.652 0.3 0.4 0.4
H 1.336 6.104 -1.895 -0.6 0.7 -0.3
H 0.449 4.613 -1.409 0.8 0.4 0.4
H 2.355 4.114 -2.848 0.3 0.7 0.5
H 2.626 3.517 -1.239 0.4 0.8 -0.2
H 5.010 3.777 -1.049 0.1 0.0 -0.2
H 4.353 4.806 0.173 -0.3 0.4 0.4
H 6.668 5.494 -0.299 -0.6 0.6 0.2
H 5.537 6.765 -1.095 0.0 0.4 0.8
H 6.975 6.429 -3.988 0.5 -0.2 -0.9
H 5.545 7.014 -3.240 0.0 -0.5 0.0
H 5.496 5.365 -3.900 -0.1 -0.1 -0.6
C -1.637 -0.168 -3.487 1.9 -0.3 0.4
O -2.985 -0.323 -3.660 -0.9 -0.1 0.7
C -3.269 -0.828 -4.946 -2.1 -0.4 2.0
C -4.800 -0.782 -5.020 0.3 0.3 -1.3
O -5.390 -1.832 -4.274 -0.2 0.5 0.1
C -6.638 -1.420 -3.737 -1.1 -0.9 -0.4
C -6.504 -0.630 -2.473 1.5 0.5 -0.9
O -6.365 0.742 -2.809 -1.0 -0.8 0.0
C -6.099 1.432 -1.640 0.1 1.4 0.3
H -1.125 -1.177 -3.281 -0.3 1.3 -0.5
H -1.448 0.475 -2.626 -0.2 -0.1 0.2
H -1.203 0.379 -4.351 0.2 -0.6 0.2
H -2.798 -1.799 -5.045 -0.2 -0.5 -0.4
H -2.862 -0.129 -5.589 0.8 1.2 -2.1
H -5.166 -0.829 -6.070 0.3 -0.3 0.3
H -5.120 0.227 -4.691 0.3 -0.6 0.3
H -7.183 -2.325 -3.430 0.2 -0.1 -0.4
H -7.270 -0.919 -4.529 0.6 -0.3 0.9
H -5.592 -0.994 -1.962 -0.1 0.2 -0.1
H -7.298 -0.778 -1.771 -1.0 -0.1 0.3
H -6.719 1.100 -0.769 0.7 0.1 -0.5
H -6.297 2.497 -1.797 -0.2 -0.1 0.0
H -5.024 1.384 -1.519 0.4 -0.3 1.0
C -1.586 -6.566 2.268 0.8 -0.3 -1.6
O -0.702 -5.522 1.926 -0.2 1.1 -0.3
C 0.281 -5.318 2.913 0.6 -1.2 0.0
C 1.122 -4.105 2.603 -0.7 0.7 -1.8
O 0.382 -2.873 2.596 -0.2 0.1 0.8
C 0.376 -2.160 3.833 0.1 0.7 -0.3
C 1.747 -1.629 4.276 -0.7 -0.7 1.1
O 2.426 -1.103 3.163 -1.2 -0.7 0.1
C 3.731 -0.778 3.431 1.6 0.1 1.1
H -2.120 -6.836 1.341 0.0 0.2 0.6
H -2.249 -6.290 3.045 -0.9 0.3 0.8
H -0.971 -7.399 2.568 0.0 -0.7 0.3
H 0.880 -6.286 2.881 0.0 1.2 0.5
H -0.158 -5.201 3.899 -0.3 -0.2 0.4
H 1.425 -4.183 1.554 0.2 -0.2 0.1
H 2.007 -3.969 3.188 0.5 -0.4 0.7
H -0.103 -2.728 4.642 0.2 -0.1 0.0
H -0.223 -1.233 3.732 -0.1 -0.6 -0.5
H 2.334 -2.417 4.810 0.0 0.4 -0.6
H 1.480 -0.871 5.061 0.6 -0.2 -0.7
H 4.110 -0.275 2.574 0.3 0.7 -0.7
H 4.453 -1.637 3.567 -1.0 0.3 0.2
H 3.784 -0.104 4.311 0.2 -0.2 -0.3
C -2.196 1.822 3.304 0.9 -1.7 -2.5
O -0.792 1.687 3.133 -0.1 -0.6 -0.1
C -0.020 2.859 3.172 1.5 -1.6 -1.5
C 1.428 2.387 3.485 -0.9 1.7 -0.2
O 1.512 1.882 4.795 -0.1 -0.4 0.7
C 1.776 2.817 5.860 -0.5 0.2 -2.7
C 3.258 2.826 6.098 -0.1 -0.9 0.1
O 4.009 3.129 4.909 -0.2 -0.7 1.4
C 5.407 2.993 5.166 -0.1 2.3 0.0
H -2.582 2.378 2.454 -0.2 0.6 0.4
H -2.386 2.184 4.261 -0.8 0.9 1.5
H -2.620 0.801 3.145 0.3 0.6 0.5
H -0.348 3.546 3.897 -0.6 0.9 1.4
H -0.012 3.409 2.204 -0.1 -0.4 0.2
H 1.995 3.324 3.365 0.5 -0.5 0.1
H 1.800 1.627 2.778 -0.3 0.3 0.3
H 1.179 2.514 6.714 0.3 -0.1 0.3
H 1.410 3.832 5.558 0.3 -0.6 0.2
H 3.539 1.783 6.474 0.0 1.4 -0.2
H 3.338 3.627 6.826 1.0 0.0 0.6
H 5.867 3.187 4.209 0.3 -0.5 -0.4
H 5.726 2.071 5.633 -0.2 -0.5 -0.1
H 5.788 3.857 5.787 -0.5 -0.8 -0.1
C -1.439 -6.510 -3.335 -0.2 0.4 1.7
O -0.184 -5.981 -2.908 0.1 0.1 -1.0
C 0.054 -5.727 -1.549 0.0 -0.2 -0.3
C 0.040 -4.249 -1.183 1.2 0.0 -0.1
O 1.410 -3.908 -0.828 -1.3 0.2 1.0
C 2.227 -3.813 -1.949 0.8 1.2 -0.2
C 3.691 -3.644 -1.538 -0.9 0.9 0.4
O 4.070 -2.361 -1.015 0.2 -0.5 -0.4
C 4.329 -2.320 0.365 -1.3 0.6 0.4
H -1.605 -7.436 -2.755 -0.3 0.2 -0.4
H -1.329 -6.737 -4.380 0.0 -0.1 -0.4
H -2.312 -5.805 -3.174 0.9 -0.6 -0.1
H 1.059 -6.097 -1.285 -0.2 0.1 -0.3
H -0.600 -6.299 -0.918 -0.8 -0.2 0.3
H -0.638 -4.106 -0.345 0.5 0.3 0.4
H -0.252 -3.576 -1.998 -0.2 -0.3 -0.2
H 1.923 -2.954 -2.565 0.0 0.0 0.0
H 2.157 -4.686 -2.588 0.0 -0.5 -0.2
H 4.278 -3.781 -2.401 0.7 -0.2 -1.3
H 3.947 -4.431 -0.869 0.3 -0.7 0.9
H 5.164 -2.872 0.760 0.7 -0.7 -0.4
H 3.431 -2.668 0.894 0.1 0.2 0.2
H 4.535 -1.281 0.647 -0.2 -0.1 -0.3
C -4.079 3.283 0.539 0.9 -0.3 0.9
C -3.578 4.447 1.070 -0.6 -0.2 0.7
C -3.903 4.693 2.399 -0.1 1.0 -0.1
N -4.761 3.938 3.110 0.8 1.3 0.5
C -5.188 2.813 2.573 -0.3 1.0 0.7
C -4.766 2.423 1.344 -0.8 -0.9 -0.5
H -3.707 2.904 -0.351 0.4 -0.3 -1.9
H -2.945 5.083 0.490 0.3 0.4 -0.1
H -3.476 5.633 2.821 -0.6 -1.0 0.2
H -5.941 2.269 3.120 0.1 -0.3 0.3
H -5.011 1.422 1.072 -0.2 -0.5 -0.7
C 3.893 0.616 -3.700 1.2 -0.3 -0.2
C 2.851 1.183 -2.998 1.3 -0.2 0.4
C 1.680 1.448 -3.626 0.4 -0.4 -1.9
N 1.510 1.305 -4.956 -0.4 0.2 1.3
C 2.532 0.783 -5.621 -1.0 0.1 -0.5
C 3.705 0.367 -5.058 1.0 -0.7 0.9
H 4.867 0.370 -3.211 -1.0 0.1 -0.4
H 2.952 1.439 -1.967 0.1 -0.1 0.6
H 0.904 1.754 -3.002 -1.7 0.8 0.4
H 2.326 0.681 -6.665 0.2 -0.2 -0.6
H 4.429 -0.239 -5.602 -0.1 0.5 -0.1
C -4.935 -3.632 -1.560 2.0 0.1 0.9
C -3.702 -3.429 -0.928 -1.0 -1.4 1.5
C -3.382 -4.169 0.222 -1.2 -0.6 -1.2
N -4.154 -5.119 0.732 -1.3 -0.2 -0.7
C -5.326 -5.302 0.063 0.7 0.6 1.3
C -5.768 -4.592 -1.007 1.1 1.0 -1.2
H -5.090 -3.079 -2.451 -0.6 0.3 -0.7
H -2.922 -2.774 -1.153 0.6 1.4 -1.2
H -2.427 -4.072 0.652 1.0 0.3 0.8
H -6.065 -5.938 0.455 -0.3 -1.4 0.9
H -6.674 -4.816 -1.500 -1.0 -0.3 -0.1